The following is a quantum chemistry calculation of an isolated molecule of C7H12N2O2 at a distorted geometry, from OMol25.

XYZ file:
```
23
Properties=species:S:1:pos:R:3
C 1.864 -1.056 -0.409
C 0.803 -1.880 0.064
C 1.583 1.149 0.599
C -1.100 -0.442 -0.645
C 0.742 0.607 1.743
C -0.676 0.090 -1.794
C -2.489 -0.269 -0.133
N -0.479 -1.368 0.114
N 2.062 0.262 -0.236
O 3.259 0.630 -1.010
O 0.982 -3.089 0.140
H 2.581 -1.569 -1.029
H 1.625 2.220 0.327
H -0.392 0.591 1.502
H 0.832 1.420 2.517
H 1.058 -0.316 2.080
H 0.308 -0.035 -2.209
H 3.453 -0.052 -1.592
H -1.189 0.995 -2.163
H -2.466 -0.789 0.875
H -3.182 -0.733 -0.864
H -2.731 0.891 -0.089
H -1.034 -1.755 0.882
```

Properties
Total charge: 0
DFT total energy in a.u.: -533.7374
Kohn-Sham gap (alpha / beta) in eV: 7.957 / 7.956
Relative energy (zero: lowest compared OMol25 entry of this formula, charge and spin) in kcal per mole: 139.64
HOMO energy (alpha / beta) in eV: -7.72 / -7.72
Strongest force on any atom in eV Å⁻¹: 5.0

***

The following is a quantum chemistry calculation of a 2-piece molecular cluster, C7H12N2O2 overall at a distorted geometry, from OMol25.

XYZ file:
```
23
Properties=species:S:1:pos:R:3
C 0.550 1.991 -0.057
C -0.745 -1.528 -0.526
C -1.321 0.171 1.249
C -1.983 0.576 -1.129
C 2.204 -0.122 1.073
C 0.337 0.709 -0.546
C -0.900 -0.042 -0.206
N 0.701 3.054 0.361
N 2.908 -0.650 0.005
O 3.698 0.076 -0.587
O 2.673 -1.810 -0.319
H 0.045 -1.979 0.071
H -0.495 -1.677 -1.574
H -1.677 -2.049 -0.317
H -0.567 -0.212 1.929
H -1.464 1.227 1.462
H -2.255 -0.350 1.444
H -2.944 0.122 -0.893
H -2.057 1.649 -0.965
H -1.760 0.396 -2.177
H 1.644 -0.813 1.676
H 2.509 0.840 1.448
H 0.901 0.422 -1.423
```

Properties
Total charge: 0
DFT total energy in a.u.: -533.7105
Kohn-Sham gap (alpha / beta) in eV: 8.596 / 7.350
Relative energy (zero: lowest compared OMol25 entry of this formula, charge and spin) in kcal per mole: 156.52
HOMO energy (alpha / beta) in eV: -10.19 / -9.42
Strongest force on any atom in eV Å⁻¹: 1.8

***

The following is a quantum chemistry calculation of an isolated molecule of C7H12N2O4S2 at a distorted geometry, from OMol25.

XYZ file:
```
27
Properties=species:S:1:pos:R:3
C 0.935 -3.025 2.125
C 0.244 -1.877 1.823
C -0.115 -1.727 0.435
C -0.218 2.031 -0.811
C -2.074 -0.719 -0.877
C -0.875 -0.384 0.054
C 0.087 0.527 -0.730
N -0.583 2.625 0.320
N -0.090 2.657 -1.987
O 2.476 1.551 -0.118
O -0.019 -2.596 -0.413
O 2.036 -0.737 0.528
O 0.889 1.058 1.665
S 0.698 -0.225 -2.263
S 1.569 0.619 0.459
H 1.026 -3.432 3.109
H 1.202 -3.690 1.374
H 0.190 -1.184 2.757
H -1.672 -0.861 -1.872
H -2.793 0.062 -0.829
H -2.357 -1.650 -0.765
H -1.257 0.052 0.937
H -0.242 2.278 1.184
H -0.614 3.646 0.311
H -0.114 2.136 -2.932
H 0.018 3.649 -1.997
H 1.653 -0.783 -1.487
```

Properties
Total charge: 0
Multiplicity: 3
DFT total energy in a.u.: -1480.5810
Kohn-Sham gap (alpha / beta) in eV: 6.143 / 6.906
Relative energy (zero: lowest compared OMol25 entry of this formula, charge and spin) in kcal per mole: 4.52
HOMO energy (alpha / beta) in eV: -6.16 / -8.96
Strongest force on any atom in eV Å⁻¹: 5.3

***

The following is a quantum chemistry calculation of an isolated molecule of C7H12N2O6 at a distorted geometry, from OMol25.

XYZ file:
```
27
Properties=species:S:1:pos:R:3
N 1.666 1.325 -0.554
C 1.554 -0.090 -0.048
C 2.919 -0.739 0.133
O 3.680 -0.671 -1.010
C 0.754 -0.024 1.204
O 1.210 -0.278 2.307
N -0.541 0.332 1.111
C -1.335 0.633 -0.030
C -2.569 -0.231 -0.020
C -2.254 -1.673 -0.275
O -1.194 -2.089 -0.692
O -3.262 -2.526 0.041
C -1.706 2.123 -0.107
O -2.835 2.539 -0.045
O -0.611 2.884 -0.335
H 2.235 1.291 -1.429
H 2.283 1.802 0.169
H 1.000 -0.632 -0.856
H 2.774 -1.772 0.537
H 3.558 -0.200 0.897
H 3.453 -1.373 -1.591
H -0.872 0.326 2.069
H -0.742 0.288 -0.913
H -3.146 -0.180 0.905
H -3.240 0.100 -0.813
H -2.991 -3.429 -0.275
H 0.210 2.264 -0.378
```

Properties
Total charge: 0
DFT total energy in a.u.: -834.9416
SMILES string: N[C@@H](CO)C(=O)N[C@@H](CC(=O)O)C(=O)O
Kohn-Sham gap in eV: 10.189
Relative energy (zero: lowest compared OMol25 entry of this formula, charge and spin) in kcal per mole: 9.47
HOMO energy in eV: -9.86
Strongest force on any atom in eV Å⁻¹: 2.6

***

The following is a quantum chemistry calculation of an isolated ion of composition C7H12N3 and charge +1 at a distorted geometry, from OMol25.

XYZ file:
```
22
Properties=species:S:1:pos:R:3
C -2.023 0.003 -0.726
C -0.313 2.555 -0.559
C 0.702 1.998 0.210
C 0.265 0.900 1.229
C 0.125 -0.593 0.545
C 0.894 -2.796 -0.114
C 1.268 -1.297 -0.061
N -2.272 1.223 -1.212
N -1.413 2.324 -1.192
N -1.062 -0.565 -0.121
H -2.923 -0.652 -0.994
H 1.585 1.610 -0.424
H 1.157 2.874 0.865
H 0.916 0.734 2.082
H -0.659 1.046 1.659
H -0.230 -1.096 1.500
H 0.178 -2.987 0.710
H 1.762 -3.365 -0.271
H 0.315 -2.967 -1.022
H 1.520 -0.867 -1.020
H 2.093 -1.188 0.625
H -1.882 3.105 -1.710
```

Properties
Total charge: +1
DFT total energy in a.u.: -437.6957
Kohn-Sham gap (alpha / beta) in eV: 7.719 / 6.951
Relative energy (zero: lowest compared OMol25 entry of this formula, charge and spin) in kcal per mole: 189.88
HOMO energy (alpha / beta) in eV: -13.32 / -13.14
Strongest force on any atom in eV Å⁻¹: 4.3

***

The following is a quantum chemistry calculation of a 2-piece molecular cluster, C7H12N3 overall at a distorted geometry, from OMol25.

XYZ file:
```
22
Properties=species:S:1:pos:R:3
C -0.208 -0.239 2.383
C 1.008 0.408 2.127
C -1.316 -0.222 1.436
C -0.967 0.089 0.079
C 0.296 0.557 -0.129
C 1.841 -0.494 -2.313
C 1.186 0.747 -2.087
N 1.270 0.806 0.787
N -2.499 -0.606 1.870
N -1.890 -0.275 -0.881
H -0.621 -0.714 3.293
H 1.729 0.405 2.838
H 1.223 -1.375 -2.475
H 2.631 -0.676 -1.575
H 2.296 -0.292 -3.281
H 0.317 0.999 -2.515
H 1.852 1.643 -1.700
H 2.189 1.105 0.486
H -2.585 -0.824 2.876
H -3.295 -0.284 1.283
H -2.633 -0.981 -0.795
H -1.822 0.223 -1.706
```

Properties
Total charge: +1
DFT total energy in a.u.: -437.8687
Kohn-Sham gap in eV: 8.796
Relative energy (zero: lowest compared OMol25 entry of this formula, charge and spin) in kcal per mole: 81.34
HOMO energy in eV: -12.07
Strongest force on any atom in eV Å⁻¹: 7.9

***

The following is a quantum chemistry calculation of an isolated ion of composition C7H12N3 and charge +1 at a distorted geometry, from OMol25.

XYZ file:
```
22
Properties=species:S:1:pos:R:3
C 3.068 1.304 0.399
N 2.322 0.703 -0.453
C 1.112 0.228 -0.421
C 0.760 -1.238 -0.694
C 0.559 -2.017 0.591
N 0.204 1.097 -0.116
C -0.256 2.347 0.191
C -1.189 1.376 0.077
N -2.324 0.822 -0.043
C -2.633 -0.575 -0.318
H 2.607 1.560 1.324
H 3.962 1.888 0.106
H -0.179 -1.183 -1.399
H 1.604 -1.722 -1.397
H 0.159 -1.430 1.397
H 1.565 -2.272 1.055
H 0.144 -2.954 0.488
H 0.042 3.314 0.480
H -3.230 1.479 0.020
H -3.240 -0.541 -1.297
H -1.765 -1.175 -0.399
H -3.291 -1.010 0.409
```

Properties
Total charge: +1
DFT total energy in a.u.: -437.7621
SMILES string: C=[N+]=C(CC)N1C=C1NC
Kohn-Sham gap in eV: 8.279
Relative energy (zero: lowest compared OMol25 entry of this formula, charge and spin) in kcal per mole: 148.24
HOMO energy in eV: -11.81
Strongest force on any atom in eV Å⁻¹: 5.4

***

The following is a quantum chemistry calculation of C7H12N3O as an isolated structure at a distorted geometry, from OMol25.

XYZ file:
```
23
Properties=species:S:1:pos:R:3
C -2.929 0.586 -0.986
C -2.865 -0.772 -0.537
C -2.004 1.257 -0.289
C -0.146 0.235 1.216
C 2.449 1.203 -0.654
C 0.783 -2.105 0.473
C 2.081 -0.211 -0.577
N -1.893 -0.914 0.305
N -1.298 0.301 0.415
N 1.124 -0.737 0.107
O 0.412 1.304 1.715
H -3.553 1.103 -1.650
H -3.429 -1.565 -0.721
H -1.794 2.279 -0.154
H 2.077 1.710 -1.683
H 1.945 1.772 0.046
H 3.459 1.413 -0.737
H 1.275 -2.755 -0.210
H 1.418 -2.406 1.266
H -0.229 -2.325 0.554
H 2.600 -1.010 -1.053
H 0.579 2.025 1.077
H -0.062 -0.388 2.075
```

Properties
Total charge: +1
DFT total energy in a.u.: -513.0668
Kohn-Sham gap in eV: 10.091
Relative energy (zero: lowest compared OMol25 entry of this formula, charge and spin) in kcal per mole: 92.59
HOMO energy in eV: -13.55
Strongest force on any atom in eV Å⁻¹: 4.8